1.
ORCA calculation (ωB97M-V/def2-TZVPD) on a molecular structure, CH2ClO3S in a non-equilibrium geometry.

```
! RIJCOSX wB97M-V def2-TZVPD def2/J DEFGRID3
* xyz -1 1
C -0.94 0.42 -0.48
O 1.80 -0.88 -0.91
O 1.57 0.58 1.10
O 0.41 -1.64 1.02
S 1.03 -0.51 0.30
Cl -1.73 0.78 0.93
H -0.52 1.32 -0.78
H -1.63 -0.08 -1.17
*
```

Properties
Energy relative to the best compared isomer or geometry (same formula, charge and spin)   22.0 kcal per mole
F_max   0.0701 Eh/bohr
Orbital gap   8.045 eV

=====

2.
ORCA calculation (ωB97M-V/def2-TZVPD) on 2 unconnected molecules or ions with the total composition HN2O5 in a non-equilibrium geometry.

```
! RIJCOSX wB97M-V def2-TZVPD def2/J DEFGRID3
* xyz -1 1
N -0.04 -1.00 -0.71
N -3.00 0.09 0.00
O 1.15 -0.94 -0.43
O -2.24 0.99 -0.19
O -4.07 -0.19 -0.48
O -1.13 -0.94 1.01
O -2.49 -1.03 0.72
H -0.46 0.01 -0.83
*
```

Properties
Energy relative to the best compared isomer or geometry (same formula, charge and spin)   97.0 kcal per mole
F_max   0.0628 Eh/bohr
Orbital gap (spin up / spin down)   7.864 / 7.863 eV

=====

3.
ORCA calculation (ωB97M-V/def2-TZVPD) on 2 unconnected molecules or ions with the total composition C4H9NO2.

```
! RIJCOSX wB97M-V def2-TZVPD def2/J DEFGRID3
* xyz 0 1
C 0.99 -2.09 -0.40
C 1.28 -1.68 0.84
O 1.64 -1.84 1.96
H 0.72 -1.39 -1.18
H 1.03 -3.15 -0.60
N 0.66 0.23 0.73
C -0.78 0.21 0.39
C -1.10 1.15 -0.75
O -0.58 2.42 -0.40
H 0.84 0.60 1.66
H 1.20 0.81 0.09
H -1.08 -0.80 0.10
H -1.36 0.48 1.28
H -0.64 0.78 -1.68
H -2.19 1.18 -0.90
H -0.73 3.03 -1.13
*
```

Properties
Energy relative to the best compared isomer or geometry (same formula, charge and spin)   64.0 kcal per mole
F_max   0.0142 Eh/bohr
SMILES   C=C=O.NCCO
Orbital gap   8.616 eV

=====

4.
ORCA calculation (ωB97M-V/def2-TZVPD) on C2HF2N in the gas phase in a non-equilibrium geometry.

```
! RIJCOSX wB97M-V def2-TZVPD def2/J DEFGRID3
* xyz 0 1
N -2.47 -1.27 0.04
C -1.72 -0.42 -0.03
C -0.68 0.60 0.01
F -0.79 1.59 -0.87
F -0.61 1.14 1.25
H 0.46 -0.08 -0.02
*
```

Properties
Energy relative to the best compared isomer or geometry (same formula, charge and spin)   14.7 kcal per mole
F_max   0.1014 Eh/bohr
SMILES   N#CC(F)F
Orbital gap   13.080 eV

=====

5.
ORCA calculation (ωB97M-V/def2-TZVPD) on 3 unconnected molecules or ions with the total composition C18H34NO7PS3 in a non-equilibrium geometry.

```
! RIJCOSX wB97M-V def2-TZVPD def2/J DEFGRID3
* xyz 0 1
C -0.31 0.01 0.68
C -1.75 -0.41 0.34
P -1.89 -2.24 0.20
C -3.70 -2.58 0.35
C -4.22 -2.15 1.73
C -1.52 -2.58 -1.62
O -1.25 -4.00 -1.81
C -0.56 -4.64 -0.93
N 0.05 -5.21 -0.13
C -2.74 -2.26 -2.54
C -3.66 -3.45 -2.81
C -5.06 -2.99 -3.12
O -6.01 -3.22 -2.44
O -5.15 -2.28 -4.29
O -2.19 -1.81 -3.81
C -0.84 -1.95 -3.74
O -0.17 -2.27 -4.67
C -0.42 -1.73 -2.30
C 1.02 -2.15 -2.02
C 2.12 -1.45 -2.84
C 1.82 -0.10 -3.50
S 1.46 1.23 -2.31
H 0.12 -0.68 1.41
H -0.32 1.00 1.14
H 0.34 0.06 -0.19
H -2.10 0.08 -0.58
H -2.41 -0.11 1.15
H -3.85 -3.65 0.25
H -4.31 -2.10 -0.42
H -3.79 -2.76 2.52
H -5.30 -2.31 1.76
H -4.05 -1.10 1.94
H -3.26 -1.40 -2.13
H -3.24 -4.01 -3.64
H -3.72 -4.08 -1.93
H -5.68 -1.49 -4.14
H -0.65 -0.70 -1.99
H 1.22 -2.09 -0.95
H 1.07 -3.21 -2.28
H 2.44 -2.12 -3.64
H 2.99 -1.30 -2.19
H 1.04 -0.16 -4.25
H 2.73 0.21 -4.02
H 0.22 1.54 -2.72
C 5.08 1.71 1.16
S 3.44 1.62 1.89
O 2.64 0.69 1.04
C 2.95 3.29 1.45
H 5.55 0.74 1.29
H 4.98 1.95 0.10
H 5.66 2.48 1.67
H 3.00 3.41 0.36
H 3.59 4.00 1.96
H 1.92 3.43 1.78
C 1.68 6.31 4.88
S 3.45 6.06 4.95
O 3.83 5.36 3.69
C 3.42 4.80 6.24
H 1.49 7.03 4.09
H 1.19 5.37 4.64
H 1.33 6.71 5.83
H 2.81 3.97 5.91
H 3.02 5.24 7.15
H 4.44 4.47 6.40
*
```

Properties
Energy relative to the best compared isomer or geometry (same formula, charge and spin)   0.0 kcal per mole
F_max   0.0244 Eh/bohr
Orbital gap   9.097 eV

=====

6.
ORCA calculation (ωB97M-V/def2-TZVPD) on 8 unconnected molecules or ions with the total composition C24H48O16S4 in a non-equilibrium geometry.

```
! RIJCOSX wB97M-V def2-TZVPD def2/J DEFGRID3
* xyz 0 1
C -24.36 -7.11 0.38
C -24.10 -8.58 0.56
C -25.34 -9.48 0.35
O -25.04 -10.18 -0.88
C -23.76 -9.96 -1.23
O -23.26 -10.34 -2.24
O -23.16 -9.11 -0.36
H -25.34 -6.83 0.00
H -23.61 -6.67 -0.28
H -24.27 -6.58 1.33
H -23.77 -8.75 1.58
H -26.24 -8.89 0.20
H -25.46 -10.26 1.10
C -15.71 -11.89 0.25
C -15.70 -13.02 -0.75
C -15.49 -12.54 -2.19
O -14.40 -13.33 -2.70
C -13.79 -13.94 -1.66
O -12.77 -14.53 -1.76
O -14.49 -13.75 -0.52
H -16.54 -11.20 0.06
H -14.81 -11.28 0.26
H -15.90 -12.30 1.25
H -16.63 -13.58 -0.66
H -15.15 -11.51 -2.31
H -16.39 -12.69 -2.79
C -16.13 -8.13 -1.97
C -17.47 -8.09 -2.67
C -18.65 -8.09 -1.68
O -19.36 -6.86 -1.99
C -18.81 -6.26 -3.05
O -19.27 -5.31 -3.59
O -17.67 -6.86 -3.42
H -16.11 -7.37 -1.19
H -15.33 -8.13 -2.71
H -16.11 -9.07 -1.41
H -17.58 -8.86 -3.43
H -18.42 -8.09 -0.62
H -19.34 -8.89 -1.90
C -20.64 -12.19 4.52
C -20.37 -13.29 3.52
C -21.08 -14.62 3.83
O -21.62 -15.02 2.55
C -21.64 -13.98 1.71
O -22.11 -13.94 0.62
O -21.02 -12.91 2.28
H -19.93 -11.38 4.35
H -20.43 -12.53 5.53
H -21.66 -11.83 4.42
H -19.32 -13.47 3.29
H -21.90 -14.48 4.53
H -20.41 -15.45 4.06
C -20.14 -6.65 -6.51
S -20.15 -8.42 -6.22
O -19.35 -8.81 -5.03
C -21.88 -8.61 -5.80
H -20.09 -6.12 -5.56
H -21.11 -6.42 -6.96
H -19.34 -6.37 -7.18
H -22.06 -9.58 -5.35
H -22.56 -8.37 -6.63
H -22.15 -7.77 -5.14
C -18.96 -15.73 -1.22
S -19.39 -15.69 -2.97
O -18.17 -15.28 -3.71
C -19.43 -17.48 -3.25
H -18.48 -14.81 -0.89
H -18.28 -16.55 -1.02
H -19.89 -15.87 -0.66
H -18.70 -17.56 -4.06
H -20.38 -17.92 -3.55
H -18.94 -18.04 -2.45
C -20.18 -11.39 -3.52
S -18.91 -12.01 -2.41
O -17.97 -10.93 -2.01
C -20.05 -12.08 -0.99
H -20.80 -10.57 -3.18
H -20.90 -12.21 -3.67
H -19.69 -11.28 -4.49
H -21.08 -11.88 -1.27
H -19.68 -11.38 -0.25
H -20.11 -13.07 -0.54
C -15.48 -12.48 -6.09
S -15.33 -10.92 -5.23
O -13.97 -10.39 -5.51
C -16.47 -10.01 -6.27
H -16.50 -12.87 -6.11
H -14.83 -13.26 -5.69
H -15.13 -12.33 -7.11
H -16.42 -10.31 -7.32
H -16.17 -8.97 -6.23
H -17.51 -10.09 -5.93
*
```

Properties
Energy relative to the best compared isomer or geometry (same formula, charge and spin)   22.5 kcal per mole
F_max   0.0412 Eh/bohr
Orbital gap   8.338 eV

=====

7.
ORCA calculation (ωB97M-V/def2-TZVPD) on a molecular structure, C49H43BrN6O2SW.

```
! RIJCOSX wB97M-V def2-TZVPD def2/J DEFGRID3
* xyz 4 1
W -0.26 0.29 -0.13
O 0.82 1.05 1.06
C 2.20 1.22 1.62
C 2.12 0.22 2.75
C 1.96 -1.21 2.29
C 2.70 -2.14 3.00
C 2.66 -3.48 2.65
C 1.90 -3.83 1.56
C 1.17 -2.87 0.87
C 0.54 -3.40 -0.40
C -0.69 -2.81 -1.02
O -0.33 -1.24 -1.00
C -1.97 -2.86 -0.24
C -1.99 -3.29 1.09
C -3.19 -3.34 1.79
C -4.37 -2.96 1.18
C -4.36 -2.54 -0.15
C -3.17 -2.49 -0.86
C -0.81 -3.17 -2.48
C -0.07 -2.51 -3.46
C -0.12 -2.95 -4.78
C -0.89 -4.05 -5.12
C -1.60 -4.72 -4.14
C -1.57 -4.28 -2.82
N 1.15 -1.57 1.25
C 2.32 2.68 1.99
C 1.72 3.16 3.16
C 1.79 4.50 3.48
C 2.47 5.39 2.64
C 3.06 4.92 1.48
C 2.98 3.57 1.15
C 3.15 0.75 0.53
C 2.77 0.25 -0.70
C 3.67 -0.25 -1.63
C 5.03 -0.23 -1.32
C 5.44 0.28 -0.09
C 4.52 0.76 0.82
H 1.29 0.50 3.42
H 3.03 0.29 3.34
H 3.32 -1.80 3.82
H 3.23 -4.22 3.20
H 1.87 -4.85 1.21
H 0.31 -4.46 -0.25
H 1.33 -3.39 -1.16
H -1.09 -3.62 1.58
H -3.20 -3.70 2.81
H -5.31 -3.02 1.72
H -5.30 -2.29 -0.65
H -3.17 -2.23 -1.91
H 0.58 -1.68 -3.20
H 0.46 -2.44 -5.54
H -0.92 -4.40 -6.14
H -2.19 -5.59 -4.39
H -2.13 -4.82 -2.07
H 1.21 2.49 3.84
H 1.35 4.86 4.40
H 2.55 6.43 2.91
H 3.61 5.60 0.84
H 3.49 3.22 0.26
H 1.71 0.21 -1.04
H 3.33 -0.65 -2.57
H 5.75 -0.61 -2.02
H 6.49 0.29 0.16
H 4.87 1.16 1.77
Br -2.47 0.20 7.04
C -2.32 0.23 5.19
C -3.13 1.09 4.44
C -3.02 1.12 3.06
C -2.11 0.27 2.43
C -1.30 -0.58 3.16
C -1.40 -0.59 4.54
N -2.06 0.28 0.98
C -3.16 0.45 0.31
C -3.14 0.64 -1.12
C -4.28 0.74 -1.89
C -4.12 0.77 -3.28
C -2.85 0.69 -3.82
C -1.75 0.61 -2.96
N -1.89 0.62 -1.64
H -3.83 1.75 4.94
H -3.64 1.82 2.51
H -0.63 -1.27 2.68
H -0.79 -1.27 5.13
H -4.11 0.45 0.85
H -5.26 0.76 -1.43
H -4.99 0.84 -3.93
H -2.69 0.68 -4.89
H -0.74 0.56 -3.36
C 1.52 3.24 -4.28
C 1.90 2.58 -2.95
C 0.91 2.90 -1.88
N 0.19 2.06 -1.19
N -0.70 2.58 -0.30
C -0.62 3.89 -0.24
N -1.31 4.66 0.58
S 0.50 4.52 -1.42
H 2.21 2.90 -5.05
H 1.60 4.32 -4.23
H 0.51 2.98 -4.59
H 2.88 2.94 -2.61
H 1.97 1.50 -3.03
H -1.87 4.26 1.31
H -1.22 5.67 0.57
*
```

Properties
Energy relative to the best compared isomer or geometry (same formula, charge and spin)   0.0 kcal per mole
F_max   0.0145 Eh/bohr
Orbital gap   4.927 eV

=====

8.
ORCA calculation (ωB97M-V/def2-TZVPD) on 2 unconnected molecules or ions with the total composition CH4N4O in a non-equilibrium geometry.

```
! RIJCOSX wB97M-V def2-TZVPD def2/J DEFGRID3
* xyz 0 1
H -1.48 1.73 -0.48
N -0.33 1.69 -0.47
N -0.01 0.64 -0.05
C -0.87 -0.52 0.36
O -0.14 -1.66 0.33
H -1.19 -0.27 1.30
H -1.71 -0.76 -0.24
H 0.52 -1.52 0.93
N 3.05 0.61 -0.71
N 2.15 0.06 -0.98
*
```

Properties
Energy relative to the best compared isomer or geometry (same formula, charge and spin)   12.2 kcal per mole
F_max   0.1063 Eh/bohr
SMILES   [H]/N=N\CO.N#N
Orbital gap   9.794 eV